[1]
{"formula": "C7H12F2OS", "method": "wB97M-V/def2-TZVPD", "charge": 0, "spin_multiplicity": 3, "homo_energy_ha": [-0.196, -0.338], "s2": 2.01, "symbols": ["C", "C", "C", "H", "H", "H", "C", "H", "H", "S", "H", "C", "C", "H", "F", "H", "C", "H", "F", "H", "H", "O", "H"], "xyz": [[-1.23350, 1.71823, -2.22215], [1.12417, 0.52671, 2.28727], [0.92557, -1.81175, -0.56010], [-0.24137, 1.68495, -2.80375], [-2.08795, 1.13662, -0.35466], [1.29210, -0.41760, 2.70145], [-0.21599, -1.27231, 1.23484], [-1.09667, 0.64753, 1.63148], [2.34484, -3.24113, -0.81179], [1.34034, -0.17201, -1.02666], [0.78642, 1.39176, 2.90032], [0.00430, 0.80334, -0.15977], [-0.12367, 0.20139, 1.19916], [0.17930, -2.16155, -1.16627], [0.26680, -2.00810, 2.25082], [1.96212, 0.90653, 1.66128], [-1.28108, 0.88634, -0.98961], [0.50974, 1.82307, -0.07331], [-1.41036, -1.92979, 0.98044], [-1.52183, 2.80498, -2.19629], [-1.34783, -0.09456, -1.41519], [1.85643, -2.68456, -0.19020], [-2.03187, 1.26193, -2.87729]]}



[2]
{"formula": "C7H12FN2O", "method": "wB97M-V/def2-TZVPD", "charge": 1, "homo_energy_ha": -0.482, "relative_energy_kcal_mol": 23.20, "symbols": ["H", "H", "C", "C", "C", "C", "H", "N", "H", "H", "F", "H", "N", "C", "C", "C", "O", "H", "H", "H", "H", "H", "H"], "xyz": [[-2.37195, 1.16699, 1.58303], [-1.83855, -2.48117, -1.93585], [-0.31262, -0.97686, -0.22658], [0.38854, -0.49884, -2.24922], [2.03021, 0.52272, 1.64627], [-0.70834, -2.71675, -1.93962], [-1.47111, 2.89520, 1.55731], [-0.19208, -1.50066, -1.42277], [-0.27494, -2.90704, -2.98209], [2.69369, 1.36502, 1.79503], [2.63419, -0.16022, 0.64919], [-1.91449, 2.02426, 3.10723], [0.08756, 0.33586, -0.18455], [-1.63519, 1.89437, 2.03560], [0.35657, 1.28491, 0.93467], [0.48000, 0.63896, -1.46523], [-0.40267, 1.12231, 1.92729], [-0.80834, -1.27661, 0.77308], [0.55735, 2.24713, 0.45918], [-0.51636, -3.63321, -1.38241], [0.95508, 1.58183, -1.74716], [1.71998, -0.16991, 2.31292], [0.54346, -0.75828, -3.24532]]}



[3]
{"formula": "C7H12N2", "method": "wB97M-V/def2-TZVPD", "charge": 0, "homo_energy_ha": -0.349, "relative_energy_kcal_mol": 62.81, "symbols": ["H", "C", "C", "H", "C", "N", "H", "H", "H", "C", "C", "N", "C", "H", "H", "H", "H", "H", "H", "C", "H"], "xyz": [[-0.29912, -1.97955, 1.42549], [0.03774, 0.05581, 0.75299], [-0.03929, 0.00460, -1.84522], [2.05114, -0.17974, 0.87625], [-0.98887, 1.19049, 0.64192], [-0.19011, -0.64349, -0.51109], [-1.17458, 1.71339, 1.71366], [-0.68720, 2.08853, 0.12878], [1.77845, -1.02185, -1.25301], [-0.48749, -0.93194, 1.77756], [-1.05751, -0.10271, -2.80083], [-1.73627, -0.16166, -3.73055], [0.72704, -1.24306, -1.37582], [0.33462, -2.07491, -1.87867], [1.70397, 1.36026, 0.00451], [0.69643, 0.88124, -1.83785], [-2.00087, 0.80101, 0.37741], [-0.05999, -0.80214, 2.71508], [1.37592, 1.11061, 1.94258], [1.44865, 0.66862, 0.91366], [-1.43266, -0.73350, 1.96315]]}



[4]
{"formula": "C7H12N2", "method": "wB97M-V/def2-TZVPD", "charge": 0, "homo_energy_ha": -0.208, "relative_energy_kcal_mol": 92.46, "symbols": ["C", "H", "C", "C", "H", "H", "H", "N", "C", "C", "H", "H", "C", "H", "H", "H", "N", "H", "H", "C", "H"], "xyz": [[0.81686, -1.28945, 0.68414], [0.85491, 0.06664, -2.49987], [-0.31017, -0.58040, 1.44557], [-0.81507, 0.81128, -1.34794], [-0.14567, 1.58413, 1.74399], [1.68239, -1.51765, 1.33208], [-0.17989, -0.73669, 2.53354], [1.18445, 1.02082, 0.32686], [1.25552, -0.28139, -0.38931], [0.30067, -0.21360, -1.59746], [2.28689, -0.43568, -0.70867], [1.90184, 0.97975, 1.04996], [-1.70596, -0.45562, 0.85375], [-0.46340, 1.82206, -1.61106], [-0.12326, -1.20981, -1.77193], [-1.69028, 0.59205, -1.96705], [-0.05121, 0.87279, 1.02784], [-2.06343, -1.30865, 0.26119], [-1.90315, 1.70459, 0.26746], [-1.29028, 0.79817, 0.11391], [0.45827, -2.22335, 0.25302]]}



[5]
{"formula": "C7H12N2", "method": "wB97M-V/def2-TZVPD", "charge": 0, "homo_energy_ha": -0.315, "relative_energy_kcal_mol": 211.35, "symbols": ["C", "C", "C", "H", "H", "C", "H", "C", "H", "H", "C", "H", "H", "C", "H", "N", "N", "H", "H", "H", "H"], "xyz": [[-0.36257, 0.30835, -0.42691], [1.07428, -0.73736, 2.18558], [-1.46487, 1.30022, -0.25752], [0.51967, -1.54212, 0.28615], [2.17265, -1.07561, -0.88314], [-1.51841, -0.56910, -1.13986], [1.43746, -1.81748, 2.18395], [2.06789, -0.03075, -0.62145], [1.22539, 1.03264, 1.25662], [-3.62464, -0.02216, -0.27947], [0.25897, -0.59735, 0.73790], [1.05533, -0.31139, 3.37117], [-1.47821, 2.17229, 0.75399], [1.45359, 0.02557, 0.90913], [3.11836, 0.64248, -0.43642], [0.80671, 0.74325, -1.10626], [-2.43377, 0.00512, -0.20074], [-1.85209, -0.18143, -2.09389], [-1.43693, -1.66734, -1.18644], [0.48271, 0.26534, -1.92348], [-1.50154, 2.05684, -1.12893]]}



[6]
{"formula": "C7H12N2", "method": "wB97M-V/def2-TZVPD", "charge": 0, "homo_energy_ha": [-0.254, -0.254], "relative_energy_kcal_mol": 93.69, "symbols": ["H", "H", "C", "H", "H", "C", "H", "C", "N", "H", "C", "C", "H", "C", "H", "H", "C", "N", "H", "H", "H"], "xyz": [[-1.53065, -1.81918, -2.15978], [2.47244, 2.04801, 1.70101], [1.42397, 0.98449, 0.24846], [3.47092, 1.16649, 0.36055], [-1.04517, -2.44737, 1.14133], [-1.21137, 1.35131, 0.34244], [0.35167, 2.59865, 0.81363], [2.61094, 1.75587, 0.61768], [1.42272, -0.32427, -0.03266], [0.01422, -1.16425, -1.54036], [-1.57760, 0.04918, 0.43849], [0.18435, 1.66097, 0.37594], [-2.71510, -2.63281, 0.61009], [-1.76402, -2.31109, 0.32892], [-1.26156, 0.01459, -1.93696], [2.35883, -0.73167, 0.02412], [-1.08969, -0.99414, -1.59471], [-1.57822, -0.98076, -0.25180], [2.72869, 2.76318, 0.12556], [-1.89091, 2.06411, 0.91811], [-1.37447, -3.05130, -0.53005]]}



Number 1: electronic energy -25764.97164 eV. Number 2: electronic energy -15189.24456 eV. Number 3: electronic energy -10430.75336 eV. Number 4: electronic energy -10429.46790 eV. Number 5: electronic energy -10424.31214 eV. Number 6: electronic energy -10429.41437 eV.